(1)
# C4H7ClF2N2

A 2-piece molecular cluster, C4H7ClF2N2 overall (wB97M-V/def2-TZVPD, the Open Molecules 2025 dataset).

```
16
Properties=species:S:1:pos:R:3:nbo_charge:R:1
C 1.1758 -2.2691 0.0928 -0.3158
C 0.4255 -1.4493 -0.6399 -0.2585
C -0.3255 -0.5756 0.1056 -0.1972
C -1.5910 0.0252 -0.3914 0.7132
N 0.8810 2.4348 0.7500 -0.5363
N 1.0239 1.6500 -0.2576 -0.4149
F -1.8222 1.2558 0.1676 -0.3403
F -1.6060 0.0565 -1.7486 -0.3235
Cl -3.0997 -1.0056 0.1865 -0.1521
H 1.7069 -3.0655 -0.3409 0.1881
H 1.1830 -2.2815 1.2406 0.1867
H 0.2003 -1.6846 -1.6830 0.2330
H -0.1543 -0.4451 1.1026 0.2013
H 0.1939 3.1048 0.8447 0.3578
H 1.3387 2.1074 1.5261 0.3563
H 0.4699 2.1420 -0.9550 0.3022
```

For the lowest unoccupied orbital energy (spin up / spin down), the calculation gives 0.8 / -0.5 eV. As for the energy above the lowest of the compared OMol25 structures with the same formula, charge and spin: 47.3 kcal per mole.



(2)
# C27H50BrI2NO8

A 7-piece molecular cluster, C27H50BrI2NO8 overall (wB97M-V/def2-TZVPD, the Open Molecules 2025 dataset).

```
89
Properties=species:S:1:pos:R:3:lowdin_charge:R:1
C -1.2588 -3.2801 -0.3989 -0.0832
C -0.4609 -1.9280 -0.4118 -0.4134
C -0.1772 -1.6063 -1.9143 -0.0511
C 0.8142 -2.1784 0.4064 -0.2433
C 1.5727 -0.9012 0.9018 -0.2009
C 0.7307 0.3312 1.1444 -0.2894
C 1.0419 1.5387 0.5255 -0.4644
Br 2.5397 1.5870 -0.6866 0.8720
C 0.3296 2.6927 0.7366 -0.1232
C -0.7720 2.6966 1.5998 -0.1378
C -1.1177 1.5083 2.2243 -0.6214
I -2.8239 1.4647 3.5012 0.9180
C -0.3599 0.3527 2.0049 -0.6085
I -0.9374 -1.4026 3.0723 0.9816
C -1.5306 4.0032 1.8120 -0.3529
O -2.1112 4.3041 2.8387 -0.0175
C -1.5206 4.9760 0.6852 0.0236
C -0.4658 4.9775 -0.1370 -0.2355
N -0.3098 5.8547 -1.1906 0.1573
C 0.6845 4.0102 0.0837 -0.2805
O 1.7969 4.3589 -0.2447 0.0633
H -0.7386 -3.9906 -1.0489 0.0552
H -2.3090 -3.1502 -0.6754 0.0786
H -1.1774 -3.6692 0.6273 0.0494
H -1.1506 -1.1879 0.0061 0.0972
H 0.8420 -1.2547 -2.1028 0.0707
H -0.9521 -0.8941 -2.2276 0.0658
H -0.3685 -2.5121 -2.5021 0.0704
H 0.6578 -2.8616 1.2438 0.0427
H 1.5152 -2.7073 -0.2529 0.0957
H 2.0195 -1.1595 1.8762 0.1178
H 2.4091 -0.7400 0.2264 0.0241
H -2.3305 5.6861 0.5361 0.1094
H -1.1907 6.1805 -1.5739 0.0777
H 0.3304 5.5242 -1.8989 0.1048
C 5.7674 -1.8990 -0.9853 -0.0830
C 5.2451 -1.9429 0.4381 -0.3051
O 4.1340 -2.8344 0.5385 -0.0959
H 4.9807 -1.5765 -1.6701 0.0724
H 6.6121 -1.2137 -1.0721 0.0753
H 6.0888 -2.8924 -1.3084 0.0729
H 4.9061 -0.9546 0.7500 0.1053
H 6.0264 -2.2738 1.1287 0.0976
H 4.4379 -3.7079 0.2720 0.0705
C 6.6101 -5.0216 4.3952 -0.0909
C 6.3860 -5.1862 2.9040 -0.3197
O 7.3314 -4.4215 2.1576 -0.0918
H 6.5284 -3.9715 4.6783 0.0775
H 5.8811 -5.5979 4.9671 0.0747
H 7.6134 -5.3534 4.6738 0.0723
H 5.3921 -4.8347 2.6266 0.1013
H 6.4741 -6.2390 2.6148 0.1082
H 8.2107 -4.7341 2.3906 0.0795
C 2.6023 -6.6522 0.3694 -0.0891
C 1.2992 -6.3465 -0.3465 -0.3068
O 1.4146 -5.1591 -1.1247 -0.0951
H 2.8835 -5.8193 1.0170 0.0671
H 2.5151 -7.5555 0.9755 0.0747
H 3.4144 -6.7915 -0.3494 0.0731
H 0.4965 -6.1871 0.3727 0.1122
H 1.0151 -7.1758 -1.0028 0.1099
H 2.1155 -5.2978 -1.7694 0.0858
C -3.9954 0.4064 -4.7937 -0.0934
C -3.3865 -0.9660 -4.5705 -0.3224
O -3.9817 -1.6017 -3.4425 -0.0885
H -3.8594 1.0304 -3.9090 0.0679
H -3.5374 0.9046 -5.6501 0.0729
H -5.0711 0.3276 -4.9698 0.0718
H -2.3184 -0.8829 -4.3734 0.0996
H -3.5262 -1.6012 -5.4516 0.1085
H -4.9238 -1.6857 -3.6175 0.0770
C -4.0309 4.5549 -1.5531 -0.0793
C -4.1410 5.9840 -2.0476 -0.2965
O -3.0378 6.2971 -2.9071 -0.0960
H -3.0929 4.4092 -1.0163 0.0448
H -4.8582 4.3054 -0.8883 0.0737
H -4.0319 3.8531 -2.3925 0.0719
H -4.1177 6.6806 -1.2123 0.0984
H -5.0755 6.1362 -2.5965 0.1121
H -3.0643 5.6862 -3.6498 0.0830
C -5.6607 5.7778 3.3962 -0.0845
C -5.8253 5.5398 1.9110 -0.3081
O -4.7388 6.1483 1.2163 -0.1001
H -5.6319 6.8458 3.6158 0.0782
H -6.4692 5.3243 3.9727 0.0749
H -4.7083 5.3531 3.7231 0.0678
H -6.7536 5.9750 1.5417 0.1120
H -5.8371 4.4672 1.6871 0.1074
H -3.9281 5.7465 1.5499 0.0415
```

For the lowest unoccupied orbital energy, the calculation gives -0.8 eV. As for the energy above the lowest of the compared OMol25 structures with the same formula, charge and spin: 0.0 kcal per mole.



(3)
# C7H12ClN5

The molecule C7H12ClN5 (wB97M-V/def2-TZVPD, the Open Molecules 2025 dataset).

```
25
Properties=species:S:1:pos:R:3:nbo_charge:R:1
C -1.3993 2.2918 0.7793 -0.6195
C -0.7652 2.4945 -0.5115 -0.2296
C 1.1330 1.0974 -0.3713 0.6067
C 3.1440 -0.0471 -0.0830 0.4452
C 1.2865 -1.1540 -0.4436 0.6058
C -0.9572 -2.1745 -0.5845 -0.2370
C -1.5623 -2.4698 0.8471 -0.6246
H -0.9771 3.0064 1.4631 0.1958
H -2.5126 2.4098 0.7490 0.2119
H -1.4797 1.3633 1.2897 0.2228
H -0.9594 3.4380 -0.7828 0.1992
H -1.2033 1.7281 -1.1197 0.2047
H 1.1091 3.1107 -0.2040 0.4073
H 1.2268 -3.1813 -0.5898 0.4302
H -1.4416 -2.9700 -1.2971 0.2035
H -1.1846 -1.1011 -0.9762 0.2618
H -0.8959 -3.2229 1.2526 0.2114
H -2.5795 -2.9057 0.7388 0.2108
H -1.5870 -1.5743 1.6008 0.2132
N 0.5999 2.3070 -0.5069 -0.5551
N 2.4993 1.1280 -0.2610 -0.5852
N 2.6068 -1.2399 -0.3441 -0.5809
N 0.5511 -2.2788 -0.4994 -0.5963
N 0.5035 -0.0141 -0.5024 -0.6208
Cl 4.8448 -0.0415 0.3569 0.0188
```

For the lowest unoccupied orbital energy, the calculation gives 0.8 eV. As for the energy above the lowest of the compared OMol25 structures with the same formula, charge and spin: 10.6 kcal per mole. As for the SMILES: CCNc1nc(Cl)nc(NCC)n1.



(4)
# C5H13NO2

A 3-piece molecular cluster, C5H13NO2 overall (wB97M-V/def2-TZVPD, the Open Molecules 2025 dataset).

```
21
Properties=species:S:1:pos:R:3:nbo_charge:R:1
N -0.5651 1.7028 -2.2251 -0.8420
C 0.4558 1.6231 -1.1529 -0.2703
C -0.8956 -2.9451 -0.4308 -0.3875
C 0.0799 -2.0992 -0.1396 -0.2169
C 0.2692 -0.8631 -0.9336 -0.2361
C 0.5773 0.3300 -0.4280 -0.1680
H -0.7821 0.7780 -2.5549 0.3625
H -1.3340 2.2438 -1.8829 0.3555
H 0.2172 2.3476 -0.3761 0.1983
H 1.3837 2.0254 -1.5625 0.1963
H -0.9858 -3.9101 0.0662 0.1888
H -1.7927 -2.8007 -1.0239 0.1918
H 0.9640 -2.4141 0.4052 0.2215
H 0.0781 -0.9818 -1.9984 0.1843
H 0.7239 0.2988 0.6463 0.2133
H 1.8620 -0.4901 3.2567 0.4719
H 1.1663 -1.8536 3.2102 0.4707
O 1.8173 -1.3101 2.7558 -0.9391
H -1.0536 3.1857 0.7438 0.4772
H -1.4334 2.3931 2.0999 0.4848
O -0.7523 2.7397 1.5247 -0.9569
```

For the lowest unoccupied orbital energy, the calculation gives 0.6 eV. As for the energy above the lowest of the compared OMol25 structures with the same formula, charge and spin: 72.7 kcal per mole. As for the SMILES: C=C/C=C/CN.O.O.



Computed F_max (Eh/bohr) in order:
0.0747, 0.0372, 0.0810, 0.0362